A molecular structure, C34H39N11O5S4Sm. Source: the Open Molecules 2025 dataset; level of theory: ωB97M-V with the def2-TZVPD basis set.

Structure (XYZ):
```
94
Properties=species:S:1:pos:R:3:forces:R:3:mulliken_charge:R:1
Sm 0.3934 -0.6032 -0.0444 1.781 1.615 1.035 -0.21
S 2.6490 -1.7409 1.5889 0.120 -0.277 -0.332 -0.53
C 2.0140 -0.6014 2.6543 0.137 0.322 0.136 0.41
N 1.1470 0.3090 2.2503 -0.033 -0.431 -0.230 0.91
C 0.8059 1.1647 3.2734 -0.115 0.474 0.713 -1.64
C -0.0819 2.2338 3.1765 0.235 -0.193 -0.058 0.40
C -0.3230 3.0041 4.2958 -0.025 0.060 -0.087 -1.07
C 0.3126 2.7358 5.5061 0.010 -0.011 0.085 -0.56
C 1.1871 1.6712 5.6268 -0.032 0.027 -0.044 -0.54
C 1.4282 0.8937 4.5072 0.002 -0.141 -0.356 0.82
S 2.4819 -0.4903 4.3386 -0.331 0.149 -0.318 -0.25
H -0.5653 2.4344 2.2334 -0.081 0.045 0.139 0.69
H -1.0199 3.8256 4.2264 -0.027 0.107 0.006 0.49
H 0.1291 3.3697 6.3597 -0.071 0.029 0.093 0.41
H 1.6708 1.4440 6.5633 0.059 0.042 0.130 0.43
N 1.6385 -4.8934 5.5779 0.182 -0.032 0.252 -0.55
C 0.9971 -4.5987 4.4062 -0.105 0.201 -0.432 1.14
C 1.6843 -4.6796 3.1882 -0.142 -0.116 -0.023 -0.71
C 1.0562 -4.3604 2.0039 -0.073 -0.147 0.070 -0.84
C -0.2534 -3.9042 2.0143 0.047 0.177 -0.661 0.14
C -0.9444 -3.8052 3.2122 -0.204 0.132 -0.103 -0.31
C -0.3316 -4.1545 4.3995 0.087 -0.042 -0.060 -0.93
S -1.0812 -3.6478 0.4559 -0.528 -0.230 0.990 1.09
O -2.1770 -2.7199 0.6548 0.140 -0.669 0.105 -0.57
O -1.3671 -4.9394 -0.0907 0.290 -0.066 -0.020 -0.71
N 0.0776 -2.8249 -0.4254 -0.418 -0.965 1.273 -0.19
C -0.2139 -2.7488 -1.7185 0.182 -0.451 -2.481 0.56
N 0.7175 -2.1355 -2.5107 -0.265 -0.613 0.705 0.08
C 0.5263 -2.2475 -3.8181 -0.108 0.018 -0.240 -0.34
C -0.5768 -2.8491 -4.3895 0.066 0.167 0.147 -1.07
C -1.5474 -3.2842 -3.4881 0.194 0.020 -0.275 -0.40
N -1.3680 -3.2434 -2.1941 -0.251 0.192 0.157 -0.52
H 2.5058 -5.3988 5.5141 -0.067 -0.024 0.068 0.21
H 1.0783 -5.0976 6.3862 0.017 -0.024 0.020 0.22
H 2.7163 -4.9971 3.1813 0.113 -0.056 -0.009 0.30
H 1.5652 -4.4552 1.0563 0.150 -0.034 0.027 0.59
H -1.9699 -3.4671 3.1964 -0.106 0.055 0.063 0.51
H -0.8730 -4.0960 5.3331 -0.079 0.051 0.048 0.33
H 1.3207 -1.8475 -4.4465 -0.023 0.032 -0.058 0.58
H -0.6971 -2.9416 -5.4533 0.017 -0.032 -0.178 0.49
H -2.4962 -3.6810 -3.8244 -0.088 -0.056 -0.089 0.49
N 0.9295 1.2015 -4.2256 -0.210 -0.232 0.073 0.13
C 1.9035 1.1998 -3.0856 0.467 -0.048 0.577 3.03
C 3.1757 0.4667 -3.4635 -0.119 -0.191 0.320 -1.40
C 3.8801 0.1372 -2.1398 0.238 0.276 -0.175 -0.13
N 3.0000 -0.7067 -1.3287 0.427 -0.599 0.053 -0.23
C 4.1980 1.4452 -1.4074 -0.225 -0.089 -0.014 -1.71
C 2.9785 2.3532 -1.2025 0.244 0.062 -0.169 -0.06
N 2.0563 1.7667 -0.2202 -0.054 0.238 0.346 -0.03
C 2.2300 2.5734 -2.5320 -0.055 -0.191 0.195 -1.57
H 0.4303 0.2928 -4.1640 0.030 0.413 -0.223 0.21
H 1.3958 1.3237 -5.1296 -0.176 0.000 0.170 0.46
H 0.2131 1.9263 -4.0933 0.124 -0.114 -0.155 0.32
H 1.4335 0.6220 -2.2741 0.112 0.360 -0.786 -1.62
H 3.8226 1.0783 -4.0958 0.005 0.029 -0.060 0.52
H 2.9518 -0.4612 -3.9854 -0.018 -0.158 -0.139 0.22
H 4.8318 -0.3709 -2.3666 -0.218 0.114 0.034 0.57
H 3.4704 -0.9182 -0.4424 -0.206 0.094 -0.231 0.17
H 2.8628 -1.6041 -1.8019 -0.036 0.208 0.193 0.19
H 4.9477 1.9911 -1.9830 0.059 0.011 0.027 0.50
H 4.6357 1.2093 -0.4372 0.101 0.045 0.086 0.52
H 3.3414 3.3344 -0.8585 -0.097 -0.179 -0.078 0.64
H 1.3455 2.4720 -0.0084 0.260 -0.133 0.104 -0.08
H 2.5728 1.6212 0.6486 -0.180 -0.069 -0.100 0.26
H 2.8603 3.1402 -3.2187 0.001 0.079 -0.069 0.50
H 1.3285 3.1481 -2.3171 -0.133 0.119 -0.052 0.48
O -0.7448 0.1602 -2.4284 -0.351 -0.258 0.359 -0.48
C -1.1341 1.2234 -1.8899 0.019 0.248 -0.615 0.34
N -0.7839 1.5530 -0.6708 -0.370 0.663 0.286 0.59
S -1.3082 3.0672 -0.2666 0.134 0.121 -0.474 0.67
O -0.1377 3.8996 -0.1597 -0.080 0.112 -0.004 -0.72
O -2.2311 3.0476 0.8203 -0.266 -0.040 0.006 -0.68
C -2.1399 3.3813 -1.8285 0.346 -0.643 0.108 0.05
C -2.8616 4.4541 -2.2965 -0.030 0.156 0.229 -0.84
C -3.3808 4.3851 -3.5868 0.087 -0.071 0.161 -0.72
C -3.1630 3.2645 -4.3765 0.028 0.001 -0.112 -0.78
C -2.4313 2.1869 -3.8982 0.102 -0.084 0.233 -0.15
C -1.9281 2.2544 -2.6070 -0.287 0.181 -0.324 -0.11
H -3.0251 5.3130 -1.6680 -0.065 0.206 0.036 0.57
H -3.9654 5.2074 -3.9706 -0.014 0.063 -0.024 0.44
H -3.5701 3.2236 -5.3740 -0.085 0.032 -0.109 0.47
H -2.2785 1.2981 -4.4949 -0.049 -0.090 -0.052 0.61
C -5.2396 0.2665 1.1981 -0.550 0.200 -0.297 -0.92
N -3.8594 0.0553 1.5292 0.465 -0.124 -0.273 0.33
C -3.3375 -0.0793 2.7783 0.455 -0.137 0.384 -1.13
C -1.9974 -0.2681 2.6166 -0.103 -0.057 0.272 -1.09
N -1.6890 -0.2317 1.2866 -0.277 0.263 -0.241 1.89
C -2.8397 -0.0401 0.6676 0.054 0.014 0.006 -1.54
H -5.8482 0.1111 2.0863 0.032 -0.005 -0.060 0.35
H -5.5522 -0.4387 0.4274 0.000 0.013 0.080 0.34
H -5.3928 1.2851 0.8346 -0.024 -0.066 0.072 0.32
H -3.9439 -0.0166 3.6573 -0.121 -0.023 0.181 0.59
H -1.2497 -0.4359 3.3676 0.045 0.004 0.101 0.71
H -2.9782 -0.0007 -0.3983 -0.097 -0.031 -0.065 0.64
```
Forces are in eV/Å.

Results
- 2S+1 = 6
- LUMO (alpha / beta) (eV) = -2.86 / -2.86
- charge = +1
- ΔE to the lowest compared entry with this formula, charge and spin (kcal per mole) = 33.5
- HOMO level (alpha / beta) (eV) = -9.49 / -9.49



A gas-phase ion, C8H14N (charge +1). Source: the Open Molecules 2025 dataset; level of theory: ωB97M-V with the def2-TZVPD basis set.

Structure (XYZ):
```
23
Properties=species:S:1:pos:R:3:forces:R:3:mulliken_charge:R:1
C -0.6946 3.0215 -1.1477 -0.147 0.405 -0.284 -1.12
C 0.0171 2.0903 -0.2798 0.717 -0.211 0.831 0.14
C 0.8977 1.9114 0.6817 -2.096 -2.065 -1.991 0.76
C 1.8653 1.8827 1.7330 0.710 0.274 0.612 -1.07
N 0.0674 0.7007 -0.1067 -0.134 -0.446 -0.180 -0.11
C -0.4538 -0.4126 -0.5567 1.298 2.278 1.100 -0.13
C -0.0930 -1.7377 -0.0122 -0.119 -0.422 0.088 0.53
C -1.2652 -2.2487 0.8403 0.184 0.118 -0.005 -1.43
C 0.1872 -2.7036 -1.1660 0.194 0.164 0.146 -1.48
H -1.4357 2.5009 -1.7472 -0.046 -0.015 -0.002 0.32
H 0.0116 3.5184 -1.8141 -0.018 -0.027 -0.036 0.32
H -1.1844 3.7920 -0.5544 -0.052 -0.006 0.010 0.33
H 1.7694 0.9797 2.3365 -0.116 0.060 -0.055 0.33
H 1.7033 2.7487 2.3782 0.056 0.004 0.031 0.34
H 2.8811 1.9271 1.3327 -0.036 -0.009 0.011 0.32
H -1.1938 -0.3333 -1.3465 -0.084 0.102 -0.077 0.47
H 0.7936 -1.6442 0.6216 -0.049 0.105 -0.083 0.18
H -1.5096 -1.5490 1.6361 -0.053 0.011 0.091 0.39
H -0.9891 -3.1991 1.2866 -0.026 -0.115 0.047 0.39
H -2.1466 -2.4022 0.2232 -0.136 -0.026 -0.042 0.36
H 0.9874 -2.3286 -1.7995 0.069 -0.049 -0.108 0.39
H -0.7041 -2.8456 -1.7705 -0.117 -0.038 -0.111 0.37
H 0.4888 -3.6685 -0.7687 0.000 -0.092 0.004 0.40
```
Forces are in eV/Å.

Results
- LUMO (eV) = -3.45
- charge = +1
- ΔE to the lowest compared entry with this formula, charge and spin (kcal per mole) = 33.1
- structure (SMILES) = CC1=C(C)[N+]1=CC(C)C
- HOMO level (eV) = -13.71



10 unconnected molecules or ions with the total composition C24H66N2O10. Source: the Open Molecules 2025 dataset; level of theory: ωB97M-V with the def2-TZVPD basis set.

Structure (XYZ):
```
102
Properties=species:S:1:pos:R:3:forces:R:3:mulliken_charge:R:1
C -1.1591 0.3989 2.0135 0.683 -0.569 0.307 -1.15
C -2.3937 0.9781 2.7286 1.373 0.952 -0.333 2.13
C -3.1496 -0.1039 3.4924 -0.664 -0.098 -0.799 -1.94
C -1.9139 2.0079 3.7667 0.464 0.084 0.323 -1.60
C -1.4814 3.3668 3.2634 -0.269 0.095 -0.999 -0.14
C -2.6532 3.9331 2.4513 0.813 -0.092 0.638 -1.33
C -3.0515 3.0377 1.2652 -0.432 0.266 0.094 1.67
C -4.4270 3.6016 0.8320 -0.360 -0.143 -0.147 -1.97
C -2.0580 3.1124 0.1167 0.297 0.427 -0.521 -1.39
N -3.2359 1.6891 1.7701 -1.615 -0.579 1.230 0.09
O -3.8052 0.7852 0.8229 0.370 0.448 0.017 -0.15
H -0.2580 1.0127 2.1138 -0.236 0.325 -0.066 0.12
H -0.8650 -0.5427 2.4891 -0.094 -0.128 -0.197 0.47
H -1.3093 0.2326 0.9477 -0.237 -0.135 0.057 -0.28
H -3.5196 -0.8601 2.7946 -0.133 0.093 0.008 0.37
H -2.5453 -0.6545 4.2108 0.264 0.372 0.109 0.40
H -3.9954 0.3734 3.9900 -0.051 -0.217 0.103 0.47
H -2.7256 2.2446 4.4624 -0.006 -0.413 0.121 0.40
H -1.0622 1.5962 4.3198 -0.351 -0.338 0.135 0.36
H -1.2296 3.9545 4.1475 -0.120 0.315 -0.174 0.40
H -0.5989 3.3807 2.6128 0.102 -0.366 0.200 -0.02
H -2.4013 4.9388 2.1080 -0.269 -0.013 -0.169 0.47
H -3.5062 3.9788 3.1300 -0.114 0.202 -0.087 0.37
H -5.0159 2.9232 0.2108 0.347 0.007 -0.272 0.40
H -4.3219 4.5505 0.3034 0.162 -0.095 -0.126 0.38
H -5.0744 3.8177 1.6848 0.240 -0.132 0.211 0.42
H -1.0429 2.8177 0.3895 -0.057 0.031 0.212 0.05
H -2.0208 4.1421 -0.2517 0.127 -0.030 0.021 0.47
H -2.3345 2.4976 -0.7421 -0.246 -0.137 0.173 0.30
H -4.7462 0.8471 1.0246 0.043 -0.172 -0.073 0.28
C -2.6890 -1.3330 -1.7251 0.240 0.934 1.806 -1.86
C -2.6225 -2.8628 -1.8241 -0.887 0.663 0.011 1.93
C -2.6024 -3.4713 -0.4180 -0.811 -0.674 -0.225 -1.97
C -3.9299 -3.2749 -2.5345 0.600 -0.228 -1.329 -1.23
C -3.8778 -4.6389 -3.2363 0.165 1.161 0.606 -0.79
C -2.6528 -4.7231 -4.1556 -0.880 -1.723 1.010 -1.15
C -1.3363 -4.4601 -3.4306 -0.030 0.406 0.092 1.93
C -0.9439 -5.6617 -2.5779 0.131 -0.613 0.262 -1.91
C -0.2742 -4.2687 -4.5037 0.923 0.505 -0.042 -2.32
N -1.4329 -3.1960 -2.6323 -0.143 -0.180 -0.873 0.04
O -0.2655 -3.0487 -1.8483 0.034 -0.048 0.350 0.33
H -3.0147 -0.7641 -2.5936 0.416 -0.433 -0.449 0.40
H -3.3577 -0.9567 -0.9344 -0.377 -0.688 -0.130 0.38
H -1.7667 -0.9202 -1.2951 0.313 -0.133 -0.674 -0.11
H -2.6482 -4.5642 -0.4796 0.671 -0.001 0.034 0.32
H -1.7915 -3.1067 0.2086 -0.051 -0.084 0.133 0.49
H -3.5654 -3.2942 0.0664 0.207 0.625 0.126 0.45
H -4.7816 -3.1810 -1.8640 0.072 0.041 0.135 0.49
H -4.0689 -2.5670 -3.3579 -0.159 0.204 0.172 0.45
H -3.8310 -5.4095 -2.4634 -0.077 -0.281 -0.252 0.33
H -4.7891 -4.7448 -3.8235 -0.042 -0.301 0.088 0.45
H -2.7768 -4.2460 -5.1238 0.076 0.508 0.183 0.43
H -2.6585 -5.8046 -4.3403 0.444 0.118 -0.664 0.34
H 0.0133 -5.5238 -2.0709 0.027 0.130 -0.119 0.29
H -0.8135 -6.5328 -3.2230 -0.010 0.028 -0.017 0.53
H -1.6625 -5.9499 -1.8083 -0.161 0.160 -0.129 0.37
H 0.7184 -4.0777 -4.0792 -0.118 -0.066 0.186 0.41
H -0.4915 -3.4085 -5.1397 -0.217 -0.080 -0.004 0.51
H -0.1294 -5.1397 -5.1434 -0.355 -0.129 0.064 0.44
H -0.3562 -3.6648 -1.0980 -0.018 -0.017 -0.267 0.26
C 2.8665 2.1091 0.2749 -0.517 0.380 0.755 -1.24
C 2.4093 0.6788 0.0356 0.613 0.174 -0.967 1.01
C 1.2143 0.5308 -0.8890 -1.610 -0.546 0.484 0.17
O 3.5211 -0.0135 -0.5648 -0.005 -0.103 0.348 -0.13
H 3.8235 2.1766 0.7947 0.096 -0.336 -0.128 0.18
H 2.1504 2.5764 0.9610 -0.079 0.106 -0.149 0.14
H 2.9276 2.7503 -0.6041 -0.057 -0.309 -0.252 0.43
H 2.1724 0.1993 0.9898 0.030 0.107 0.087 0.11
H 0.8042 -0.4864 -0.8247 0.498 -0.186 -0.188 -0.54
H 1.3393 0.7250 -1.9509 0.549 0.235 0.095 0.36
H 0.3094 1.0572 -0.5556 0.424 0.592 0.089 -0.44
H 3.4382 -0.9469 -0.3276 0.004 0.087 -0.208 0.02
C 2.9031 4.6609 4.8138 -0.066 1.285 0.895 -1.47
C 3.8504 4.0811 3.8036 0.565 0.389 0.279 0.91
C 4.0338 4.9458 2.5618 -0.273 0.211 0.140 -1.30
O 5.1404 3.9924 4.4453 -0.447 -0.197 0.138 -0.56
H 2.7261 4.0205 5.6781 -0.018 -0.259 -0.211 0.35
H 1.9479 5.0104 4.4175 -0.052 -0.478 -0.312 0.31
H 3.3328 5.5792 5.2360 0.195 -0.123 -0.105 0.37
H 3.4829 3.0687 3.5990 0.215 0.014 -0.564 0.06
H 4.3710 5.9635 2.7794 0.073 -0.150 0.608 0.41
H 3.0907 5.1181 2.0364 0.182 -0.547 -0.394 0.28
H 4.8424 4.5143 1.9698 -0.433 -0.109 -0.546 0.34
H 5.7919 3.8066 3.7626 0.062 -0.088 0.006 0.32
O 5.5554 -2.7401 0.3503 -0.043 -0.059 -0.062 -0.60
H 6.1617 -3.0361 -0.3374 -0.055 0.025 0.053 0.32
H 4.6760 -2.8807 -0.0196 0.044 0.052 -0.052 0.30
O 6.8761 1.4076 1.2328 -0.015 -0.010 0.407 -0.59
H 6.2269 0.9273 1.7587 0.079 -0.041 -0.096 0.30
H 7.1081 0.8029 0.5213 -0.165 0.168 -0.146 0.28
O 0.6972 -1.0753 -3.8352 -0.023 0.146 -0.206 -0.53
H -0.1899 -0.7034 -3.8979 0.035 -0.129 0.113 0.27
H 0.5533 -2.0177 -3.6901 -0.073 0.135 0.131 0.09
O 2.3322 -2.7018 -0.2370 -0.021 -0.241 0.183 -0.59
H 2.2940 -3.5320 0.2531 -0.037 0.129 -0.009 0.27
H 1.4317 -2.5387 -0.5528 0.228 0.109 -0.190 0.21
O 3.2685 -0.0139 -4.7999 0.205 0.081 0.008 -0.64
H 2.9162 -0.3028 -3.9501 -0.095 0.013 -0.103 0.30
H 2.4836 0.1625 -5.3261 -0.049 -0.116 0.088 0.32
O 5.9648 1.3065 -1.7197 0.126 0.009 0.020 -0.71
H 5.0873 1.1126 -1.3600 0.052 -0.197 0.011 0.36
H 6.3674 0.4427 -1.8521 -0.161 0.017 -0.131 0.29
```
Forces are in eV/Å.

Results
- LUMO (eV) = -0.08
- charge = 0
- ΔE to the lowest compared entry with this formula, charge and spin (kcal per mole) = 44.4
- structure (SMILES) = CC1(C)CCCC(C)(C)N1O.CC1(C)CCCC(C)(C)N1O.CC(C)O.CC(C)O.O.O.O.O.O.O
- HOMO level (eV) = -8.41



no.,maximum force (eV/A),E_tot (eV)
1,2.6,-123764.3294
2,3.6,-10003.6427
3,2.2,-49411.0130